Here is a structure of composition C5H2FINO from OMol25. Energies are from wB97M-V/def2-TZVPD.

Atoms and positions in Å:
1 C -1.2546 0.6156 0.1183
2 C 1.0844 -0.2863 -0.4857
3 C -0.7850 -0.0939 1.2873
4 C 0.7208 1.0425 -0.9440
5 C 0.3214 -0.8591 0.4549
6 N -0.4197 1.4239 -0.5841
7 O -1.0487 -0.2874 2.4049
8 F 1.4363 1.8157 -1.6664
9 I -2.6104 -0.7282 -0.7902
10 H 2.1513 -0.7589 -0.5740
11 H 0.4041 -1.8838 0.7790

Properties
HOMO-LUMO gap in eV: 7.7111
Charge: +1
Total energy in Ha: -718.87328
Lowest unoccupied orbital energy in eV: -7.2
Energy above the lowest of the compared OMol25 structures with the same formula, charge and spin in kcal per mole: 15.64